Entry i
{"formula": "C3H6N2O2S", "method": "ωB97M-V/def2-TZVPD", "species": ["C", "C", "C", "N", "N", "O", "O", "S", "H", "H", "H", "H", "H", "H"], "coordinates": [[0.24489, 0.58564, 0.03046], [-0.28722, -0.45786, 1.04311], [1.48567, -0.10772, -0.50720], [-0.29943, -1.67385, 0.28065], [2.75191, 0.37622, 0.07445], [3.65602, -0.38093, 0.44713], [2.75068, 1.61502, 0.14561], [1.27324, -1.85885, -0.17902], [-0.55354, 0.60951, -0.79917], [0.54293, 1.61046, 0.40776], [0.19872, -0.56192, 1.94533], [-1.27193, -0.06885, 1.18960], [1.72074, 0.07617, -2.09298], [-1.02355, -1.55734, -0.38599]], "e_lumo_ev": -0.742}



Entry ii
{"formula": "C3H6N2O2S", "method": "ωB97M-V/def2-TZVPD", "species": ["C", "S", "N", "C", "C", "N", "O", "O", "H", "H", "H", "H", "H", "H"], "coordinates": [[-0.02775, -0.95597, 2.47281], [1.13759, -0.44089, 1.19113], [0.04171, -0.25166, -0.05229], [0.58439, -0.51691, -1.42840], [0.31065, 0.87839, -1.11317], [-1.08208, 1.48096, -1.50594], [-1.87635, 0.78187, -2.08668], [-1.22752, 2.59110, -1.11473], [0.69770, -1.08594, 3.36374], [-0.40660, -1.96617, 2.35505], [-0.79872, -0.26513, 2.70506], [-0.08159, -1.03047, -2.15118], [1.60279, -0.89698, -1.50277], [1.12577, 1.67779, -1.13263]], "smiles": "CSN1C[C@H]1[N+](=O)[O-]", "e_lumo_ev": 0.424}



Least stable structure: entry i



Entry i
{"formula": "C3H6N2O2S", "method": "ωB97M-V/def2-TZVPD", "species": ["C", "O", "N", "C", "N", "O", "C", "S", "H", "H", "H", "H", "H", "H"], "coordinates": [[-0.19251, -0.47319, -2.66958], [-0.01316, -0.45285, -1.25385], [-0.36172, 0.81506, -0.77957], [-0.22923, 0.93979, 0.48014], [0.17145, 0.02082, 1.45165], [0.53002, -1.28559, 1.13153], [0.25402, 0.28570, 2.77866], [-0.08895, 1.70690, 3.52519], [0.49631, 0.23476, -3.18032], [0.11217, -1.48402, -2.99277], [-1.24161, -0.28866, -2.90745], [-0.44037, 1.89434, 0.91410], [0.44519, -1.32423, 0.15052], [0.55839, -0.58884, 3.35174]], "smiles": "CO/N=C\\N(O)C=S", "e_lumo_ev": -0.067}



Entry ii
{"formula": "C3H6N2O2S", "method": "ωB97M-V/def2-TZVPD", "species": ["C", "C", "C", "N", "N", "O", "O", "S", "H", "H", "H", "H", "H", "H"], "coordinates": [[-0.58186, -0.71917, 0.17496], [-0.44537, -1.74422, 1.16015], [1.33273, 0.63301, 0.63204], [0.21773, 0.33518, -0.02535], [-0.01131, 1.18649, -1.13740], [-0.34404, -2.24041, 3.86092], [0.85229, -2.23427, 1.58784], [0.14111, -1.33089, 2.80672], [-1.21060, -0.97390, -0.75773], [-1.10348, -2.58231, 0.84338], [1.56126, 1.74501, 0.53025], [1.92270, -0.06130, 1.27176], [-0.89849, 0.96921, -1.53919], [-0.02718, 2.10074, -0.76035]], "e_lumo_ev": [0.187, 0.189]}



Entry iii
{"formula": "C3H6N2O2S", "method": "ωB97M-V/def2-TZVPD", "species": ["C", "S", "C", "O", "N", "C", "N", "O", "H", "H", "H", "H", "H", "H"], "coordinates": [[-0.80230, -1.90298, -1.72672], [-0.63602, -0.25672, -1.13956], [0.60971, -0.61363, 0.07781], [1.17335, -1.69071, 0.12419], [0.94906, 0.31299, 1.02918], [0.61764, 1.71079, 1.23600], [-0.54452, 2.15155, 0.68359], [1.43105, 2.40158, 1.80398], [0.14634, -2.40868, -1.58215], [-1.54740, -2.51393, -1.10574], [-1.15322, -1.84040, -2.76146], [1.72233, -0.05000, 1.56929], [-1.36105, 1.54331, 0.93033], [-0.60497, 3.15684, 0.86126]], "smiles": "CSC(=O)NC(N)=O", "e_lumo_ev": 0.509}



Least stable structure: entry ii



Entry i
{"formula": "CH3I2P", "method": "ωB97M-V/def2-TZVPD", "species": ["C", "P", "I", "I", "H", "H", "H"], "coordinates": [[-0.76221, -0.45624, -0.30424], [-0.24629, 0.87125, -1.42360], [-1.53992, 0.81678, 1.27449], [2.96082, 0.10148, 1.31469], [0.04022, -1.13648, 0.15440], [-1.52931, -1.13852, -0.43289], [1.07670, 0.94172, -0.58284]], "e_lumo_ev": [-1.225, -3.371]}



Entry ii
{"formula": "CH3I2P", "method": "ωB97M-V/def2-TZVPD", "species": ["C", "P", "I", "I", "H", "H", "H"], "coordinates": [[-0.64367, 1.81262, -1.56066], [0.59805, 2.44460, -0.64738], [1.77074, -2.69748, -0.54935], [-0.71453, 2.20371, -3.59967], [-1.45739, 1.45897, -0.96834], [1.49053, -3.16299, 0.89896], [-0.06917, 2.39052, 0.61752]], "e_lumo_ev": -0.317}



Least stable structure: entry i



Entry i
{"formula": "C4H8N2O3", "method": "ωB97M-V/def2-TZVPD", "species": ["C", "C", "C", "C", "H", "H", "H", "H", "H", "H", "H", "H", "N", "N", "O", "O", "O"], "coordinates": [[-1.47617, 0.97604, -0.09105], [-0.19840, 0.66428, 0.79585], [0.42301, -1.48416, 0.05272], [1.25765, 0.80500, 0.31563], [-2.65278, -0.12484, -1.55438], [-2.45570, 0.64769, 0.72790], [-1.48005, 1.93568, -0.72238], [-0.21557, 1.47707, 1.43924], [-1.14967, -1.39740, 1.70369], [0.71888, -2.58162, 0.14786], [0.00857, -1.07484, -1.11795], [2.57964, 0.23611, -1.27865], [-0.11548, -0.69782, 1.31210], [1.70832, -0.48826, 0.27525], [-1.41879, -0.16341, -1.20759], [2.52539, -0.57507, -0.74354], [1.94117, 1.84558, -0.05469]], "e_lumo_ev": -0.049}



Entry ii
{"formula": "C4H8N2O3", "method": "ωB97M-V/def2-TZVPD", "species": ["N", "C", "O", "C", "C", "N", "C", "O", "O", "H", "H", "H", "H", "H", "H", "H", "H"], "coordinates": [[-0.69947, 1.77027, 1.20196], [-1.59100, 0.88810, 0.66873], [-2.77611, 1.07410, 0.56261], [-1.02842, -0.47416, 0.27907], [0.16175, -0.40431, -0.76432], [0.22702, -1.50697, -1.73619], [1.50518, -0.32278, -0.11878], [1.68286, 0.22777, 0.93724], [2.45538, -0.98725, -0.74315], [0.20981, 1.49824, 1.48924], [-1.04395, 2.67441, 1.32805], [-0.79976, -1.06762, 1.17485], [-1.91410, -0.90675, -0.19082], [0.05778, 0.51039, -1.35058], [-0.45994, -1.38207, -2.42873], [0.01649, -2.36596, -1.24121], [2.05860, -1.44191, -1.48305]], "smiles": "NC(=O)C[C@H](N)C(=O)O", "e_lumo_ev": 0.537}



Entry iii
{"formula": "C4H8N2O3", "method": "ωB97M-V/def2-TZVPD", "species": ["H", "N", "C", "O", "N", "C", "C", "C", "O", "O", "H", "H", "H", "H", "H", "H", "H"], "coordinates": [[-1.04669, 3.16356, 0.99669], [-0.55207, 2.85791, 0.15163], [-0.31942, 1.58833, 0.23836], [0.27769, 0.88744, -0.73498], [0.15477, -0.59356, -0.44864], [1.52033, -1.10841, -0.38523], [-0.56267, -1.12956, -1.60343], [-0.79880, 0.72726, 1.43883], [-1.96622, 0.48724, 1.68330], [0.18971, 0.54254, 2.33549], [1.51546, -2.19481, -0.24406], [2.08500, -0.88072, -1.29602], [2.04353, -0.67187, 0.47108], [-0.04890, -0.90235, -2.54425], [-1.56967, -0.70328, -1.64711], [-0.66542, -2.21690, -1.52228], [-0.25661, 0.14718, 3.11062]], "smiles": "[H]/N=C(/ON(C)C)C(=O)O", "e_lumo_ev": 0.655}



Least stable structure: entry i



Entry i
{"formula": "C4H8N2O3", "method": "ωB97M-V/def2-TZVPD", "species": ["N", "C", "C", "O", "N", "C", "C", "O", "O", "H", "H", "H", "H", "H", "H", "H", "H"], "coordinates": [[0.36049, 0.61422, -1.74650], [-0.79764, -0.20256, -1.92974], [-0.86572, -1.18557, -0.72326], [-1.76918, -2.05178, -0.56361], [-0.18913, -0.76686, 0.41319], [0.41909, 0.47974, 0.74419], [0.43853, 0.90060, 2.27739], [0.00428, 1.98954, 2.56529], [0.85467, -0.15192, 3.17477], [0.71465, 1.13007, -2.64378], [1.24391, 0.12429, -1.45766], [-0.94794, -0.84576, -2.88593], [-1.61818, 0.54191, -1.80489], [-0.58606, -1.44754, 1.10695], [-0.05753, 1.33284, 0.27072], [1.44995, 0.33825, 0.51945], [1.34581, -0.79947, 2.68340]], "smiles": "NCC(=O)NCC(=O)O", "e_lumo_ev": 0.324}



Entry ii
{"formula": "C4H8N2O3", "method": "ωB97M-V/def2-TZVPD", "species": ["N", "C", "O", "C", "C", "N", "C", "O", "O", "H", "H", "H", "H", "H", "H", "H", "H"], "coordinates": [[-0.32302, 2.13073, -0.57696], [-1.03260, 1.04529, -1.11360], [-1.50001, 1.13245, -2.24709], [-0.91275, -0.21841, -0.27998], [0.42041, -0.80643, -0.09313], [0.40398, -2.25587, -0.19804], [1.07397, -0.36569, 1.13982], [1.06438, -1.04872, 2.15102], [1.41665, 0.92925, 1.25386], [-0.36380, 2.96063, -1.15000], [0.11501, 2.30410, 0.34701], [-1.66338, -0.89229, -0.71770], [-1.43052, 0.05862, 0.66074], [0.94095, -0.38270, -0.97477], [0.02182, -2.73417, 0.64889], [0.04188, -2.60913, -1.04874], [1.72703, 0.75236, 2.19865]], "smiles": "NC(=O)C[C@H](N)C(=O)O", "e_lumo_ev": 0.555}



Least stable structure: entry i



Entry i
{"formula": "C2H7N2O", "method": "ωB97M-V/def2-TZVPD", "species": ["C", "N", "H", "H", "H", "H", "C", "N", "O", "H", "H", "H"], "coordinates": [[1.86109, -0.23179, 1.60680], [0.97224, -0.95488, 1.08450], [2.82572, -0.07218, 1.14171], [1.75923, 0.17460, 2.60634], [0.01193, -1.03114, 1.39979], [1.06891, -1.32713, 0.14851], [-0.84193, 0.61502, -1.60497], [-2.05132, 0.50060, -1.05232], [0.20690, 0.42421, -0.98862], [-0.76824, 0.77855, -2.68457], [-2.89631, 0.58746, -1.59097], [-2.14824, 0.53667, -0.06621]], "total_charge": 1, "e_lumo_ev": -5.108}



Entry ii
{"formula": "C2H7N2O", "method": "ωB97M-V/def2-TZVPD", "species": ["N", "C", "O", "C", "N", "H", "H", "H", "H", "H", "H", "H"], "coordinates": [[1.20909, 1.10913, 1.22923], [0.20777, 0.74614, 0.40165], [-0.46740, 1.57887, -0.18093], [0.19733, -0.69712, -0.12454], [-1.10775, -0.69827, -0.92522], [1.95613, 0.47743, 1.47890], [1.05256, 1.69619, 2.04070], [0.33948, -1.50581, 0.57502], [0.87190, -0.78928, -0.97801], [-1.30979, 0.33396, -1.03734], [-2.00751, -1.10558, -0.65859], [-0.94182, -1.14566, -1.82088]], "total_charge": 1, "smiles": "NC(=O)C[NH3+]", "e_lumo_ev": -3.904}



Entry iii
{"formula": "C2H7N2O", "method": "ωB97M-V/def2-TZVPD", "species": ["C", "N", "H", "H", "H", "H", "C", "N", "O", "H", "H", "H"], "coordinates": [[-1.85755, 0.10237, 2.44950], [-0.64903, 0.39053, 2.04233], [-2.47243, -0.78060, 2.27909], [-2.50555, 0.98322, 2.62545], [0.08946, 0.50437, 2.75171], [-0.19545, -0.10105, 1.26281], [1.34487, -0.37922, -1.61097], [1.24507, 0.15200, -2.83332], [0.46880, -0.34723, -0.76076], [2.23443, -1.02013, -1.52678], [0.34561, 0.48599, -3.14580], [1.95177, 0.00973, -3.53327]], "total_charge": 1, "e_lumo_ev": -7.061}



Entry iv
{"formula": "C2H7N2O", "method": "ωB97M-V/def2-TZVPD", "species": ["C", "C", "N", "N", "O", "H", "H", "H", "H", "H", "H", "H"], "coordinates": [[-0.55805, -0.28725, -0.89369], [1.00781, -0.18987, 1.49116], [-0.72818, 0.93652, -0.59609], [-1.13693, -1.15687, -1.58434], [0.91427, -0.87616, 0.33906], [1.85169, -0.74495, 1.89011], [0.10080, -0.22980, 2.15919], [1.18443, 0.87189, 1.37503], [-1.51767, 1.61632, -0.92136], [-0.35717, 1.29463, 0.20617], [-2.15755, -1.25322, -1.83372], [-0.57600, -2.01745, -1.58625]], "total_charge": 1, "e_lumo_ev": [-5.694, -5.694]}



Least stable structure: entry iv